Entry 1:
Computed, not measured: a cluster of 2 separate species, C3H3BrCl2 in total in a non-equilibrium geometry, with ωB97M-V/def2-TZVPD.

The geometry in ORCA input format:
```
! wB97M-V def2-TZVPD RIJCOSX def2/J DEFGRID3
* xyz 0 1
C -0.6118 -0.3976 -0.6824
C -0.4013 0.3331 0.6452
C 0.7354 0.0782 -0.3370
Cl -1.0899 1.8538 0.8419
Cl 1.7008 1.2999 -1.0374
Br 1.8830 -1.4776 0.3141
H -0.8367 -1.5361 -0.6453
H -1.2201 0.3434 -1.2866
H -0.1593 -0.4971 2.1876
*
```

Results
HOMO-LUMO gap: 9.63 eV
LUMO energy: -0.5 eV
E: -98242.681 eV
HOMO: -10.119 eV

Charge distribution, Löwdin scheme, values in e: number 1, C, carries -0.24; number 2, C, carries -0.86; number 3, C, carries -1.27; number 4, Cl, carries 0.66; number 5, Cl, carries 0.64; number 6, Br, carries 0.58; number 7, H, carries 0.13; number 8, H, carries 0.12; number 9, H, carries 0.24



Entry 2:
Computed, not measured: an isolated molecule of C3H3BrClF in a non-equilibrium geometry, with ωB97M-V/def2-TZVPD.

The geometry in ORCA input format:
```
! wB97M-V def2-TZVPD RIJCOSX def2/J DEFGRID3
* xyz 0 1
C -0.5722 -0.3033 -0.6187
C -0.4732 0.0689 0.8455
C 0.7605 0.1895 -0.1041
F -1.0324 1.1890 1.2765
Cl 1.4421 1.7705 -0.6062
Br 2.1209 -1.1324 0.0409
H -0.7893 -1.3324 -1.0685
H -1.1925 0.2126 -1.3044
H -0.2639 -0.6624 1.5390
*
```

Results
HOMO-LUMO gap: 10.79 eV
SMILES: F[C@H]1C[C@]1(Cl)Br
LUMO energy: 0.7 eV
E: -88440.203 eV
HOMO: -10.079 eV

Charge distribution, Löwdin scheme, values in e: number 1, C, carries -0.15; number 2, C, carries -0.34; number 3, C, carries -1.17; number 4, F, carries 0.06; number 5, Cl, carries 0.57; number 6, Br, carries 0.71; number 7, H, carries 0.13; number 8, H, carries 0.09; number 9, H, carries 0.10



Entry 3:
Computed, not measured: an isolated molecule of C3H3BrF2 in a non-equilibrium geometry, with ωB97M-V/def2-TZVPD.

The geometry in ORCA input format:
```
! wB97M-V def2-TZVPD RIJCOSX def2/J DEFGRID3
* xyz 0 1
C -0.6947 -1.0197 -0.5795
C -0.2674 0.1944 -0.4252
C 0.7908 0.6231 0.4995
F -1.4726 -1.5655 -1.5328
F -0.6383 1.2962 -1.2850
Br 0.1855 0.3601 2.3438
H -0.4981 -1.7258 0.2075
H 1.6865 0.0730 0.3531
H 0.9083 1.7641 0.4185
*
```

Results
HOMO-LUMO gap: 10.57 eV
SMILES: F/C=C(\F)CBr
LUMO energy: 0.5 eV
E: -78635.545 eV
HOMO: -10.092 eV

Charge distribution, Löwdin scheme, values in e: number 1, C, carries -0.11; number 2, C, carries -0.33; number 3, C, carries -0.52; number 4, F, carries 0.05; number 5, F, carries -0.01; number 6, Br, carries 0.63; number 7, H, carries 0.12; number 8, H, carries 0.06; number 9, H, carries 0.10



Entry 4:
Computed, not measured: the ion C3H3BrN5O with charge -1 in a non-equilibrium geometry, with ωB97M-V/def2-TZVPD.

The geometry in ORCA input format:
```
! wB97M-V def2-TZVPD RIJCOSX def2/J DEFGRID3
* xyz -1 1
C 0.7292 -0.5906 0.2462
C -1.3452 0.3013 -0.7712
C -0.0325 -0.4180 -1.1103
N 1.4991 -0.2749 2.1711
N 0.6724 0.2382 1.3284
N 1.5222 -1.6431 0.4996
N 1.9905 -1.3739 1.6946
N -1.1851 1.2196 0.1434
O -2.3585 0.0297 -1.3698
Br 0.9398 0.8361 -2.2939
H -0.0902 -1.3481 -1.4995
H -0.3562 1.2527 0.7370
H -1.9855 1.7710 0.2243
*
```

Results
HOMO-LUMO gap: 8.61 eV
LUMO energy: 3.2 eV
E: -82701.018 eV
HOMO: -5.428 eV

Charge distribution, Löwdin scheme, values in e: number 1, C, carries -0.44; number 2, C, carries -0.69; number 3, C, carries -0.49; number 4, N, carries -0.13; number 5, N, carries -0.06; number 6, N, carries -0.01; number 7, N, carries -0.15; number 8, N, carries 0.15; number 9, O, carries 0.02; number 10, Br, carries 0.63; number 11, H, carries 0.04; number 12, H, carries 0.03; number 13, H, carries 0.09



Entry 5:
Computed, not measured: an isolated molecule of C3H3BrO in a non-equilibrium geometry, with ωB97M-V/def2-TZVPD.

The geometry in ORCA input format:
```
! wB97M-V def2-TZVPD RIJCOSX def2/J DEFGRID3
* xyz 0 1
C -1.3245 -0.0896 -0.0957
C -0.1732 0.5847 0.0421
C 1.0203 -0.3033 0.0073
O 1.0115 -1.5199 -0.0017
Br 2.8375 0.6044 -0.0298
H -2.3140 0.3076 -0.0392
H -1.1674 -1.1597 -0.0109
H 0.1099 1.5758 0.1280
*
```

Results
HOMO-LUMO gap: 9.95 eV
SMILES: C=CC(=O)Br
LUMO energy: -0.5 eV
E: -75248.503 eV
HOMO: -10.471 eV

Charge distribution, Löwdin scheme, values in e: number 1, C, carries 0.09; number 2, C, carries -0.14; number 3, C, carries -0.73; number 4, O, carries 0.00; number 5, Br, carries 0.59; number 6, H, carries 0.07; number 7, H, carries 0.08; number 8, H, carries 0.06



Entry 6:
Computed, not measured: an isolated molecule of C3H3BrO2 in a non-equilibrium geometry, with ωB97M-V/def2-TZVPD.

The geometry in ORCA input format:
```
! wB97M-V def2-TZVPD RIJCOSX def2/J DEFGRID3
* xyz 0 1
C 0.1700 1.4229 -0.1546
C -0.7384 -1.0373 0.2245
C 0.3362 -0.0554 -0.0643
O 1.0175 2.0938 0.3812
O -0.2138 -0.8703 -1.0624
Br 2.1877 -0.6408 0.2042
H -0.7918 1.6760 -0.6782
H -0.2929 -1.9696 0.6394
H -1.6745 -0.6192 0.5102
*
```

Results
HOMO-LUMO gap: 10.41 eV
SMILES: O=C[C@@]1(Br)CO1
LUMO energy: 0.2 eV
E: -77294.736 eV
HOMO: -10.206 eV

Charge distribution, Löwdin scheme, values in e: number 1, C, carries -0.23; number 2, C, carries -0.12; number 3, C, carries -0.77; number 4, O, carries 0.04; number 5, O, carries -0.08; number 6, Br, carries 0.77; number 7, H, carries 0.15; number 8, H, carries 0.12; number 9, H, carries 0.11



Entry 7:
Computed, not measured: a structure of composition C3H3BrO2 in a non-equilibrium geometry, with ωB97M-V/def2-TZVPD.

The geometry in ORCA input format:
```
! wB97M-V def2-TZVPD RIJCOSX def2/J DEFGRID3
* xyz 0 1
C 0.2444 -0.0069 -0.3589
C 0.4333 -0.1110 0.9170
C 2.9376 -0.7877 1.5261
O 3.1165 -1.6379 0.7576
O 1.4390 0.3193 1.6185
Br 4.0774 0.0273 2.7379
H -0.7097 -0.1414 -0.8463
H 0.8686 0.6771 -0.8575
H -0.4584 -0.5496 1.5603
*
```

Results
HOMO-LUMO gap: 8.48 eV
LUMO energy: -0.7 eV
E: -77293.956 eV
HOMO: -9.218 eV

Charge distribution, Löwdin scheme, values in e: number 1, C, carries 0.02; number 2, C, carries -0.41; number 3, C, carries -0.71; number 4, O, carries 0.12; number 5, O, carries -0.14; number 6, Br, carries 0.86; number 7, H, carries 0.06; number 8, H, carries 0.05; number 9, H, carries 0.14



Entry 8:
Computed, not measured: a structure of composition C3H3BrO2 in a non-equilibrium geometry, with ωB97M-V/def2-TZVPD.

The geometry in ORCA input format:
```
! wB97M-V def2-TZVPD RIJCOSX def2/J DEFGRID3
* xyz 0 1
C -0.3805 1.6059 -0.3856
C 0.2243 -1.0563 0.8588
C 0.1518 -0.3069 -0.4081
O -0.3794 2.2317 0.6032
O -0.8267 -1.2167 -0.0387
Br 1.1903 -0.6130 -2.0513
H -0.7632 1.8682 -1.3723
H 0.9236 -2.0002 1.0834
H -0.1402 -0.5128 1.7106
*
```

Results
HOMO-LUMO gap: 9.92 eV
LUMO energy: 0.5 eV
E: -77293.521 eV
HOMO: -9.405 eV

Charge distribution, Löwdin scheme, values in e: number 1, C, carries -0.11; number 2, C, carries -0.17; number 3, C, carries -0.72; number 4, O, carries 0.09; number 5, O, carries -0.08; number 6, Br, carries 0.64; number 7, H, carries 0.10; number 8, H, carries 0.16; number 9, H, carries 0.10



Entry 9:
Computed, not measured: an isolated molecule of C3H3Cl2FO in a non-equilibrium geometry, with ωB97M-V/def2-TZVPD.

The geometry in ORCA input format:
```
! wB97M-V def2-TZVPD RIJCOSX def2/J DEFGRID3
* xyz 0 3
C -1.0436 -1.5198 -0.9416
C 0.2978 0.1734 0.6530
C -1.0960 -0.3697 0.3618
O -1.2661 -2.6716 -0.7702
F -1.4017 -1.0088 1.5007
Cl 1.3252 -1.3097 0.5866
Cl -2.3581 0.8418 0.2206
H -0.7129 -1.1033 -1.8142
H 0.3881 0.4455 1.6924
H 0.5997 1.0343 -0.0587
*
```

Results
HOMO-LUMO gap (spin up / spin down): 7.27 / 8.21 eV
LUMO energy (spin up / spin down): 0.7 / -3.1 eV
E: -32964.316 eV
HOMO (spin up / spin down): -6.551 / -11.280 eV

Charge distribution, Löwdin scheme, values in e: number 1, C, carries -0.32; number 2, C, carries -0.51; number 3, C, carries -0.90; number 4, O, carries 0.14; number 5, F, carries -0.04; number 6, Cl, carries 0.62; number 7, Cl, carries 0.72; number 8, H, carries 0.09; number 9, H, carries 0.07; number 10, H, carries 0.12



Entry 10:
Computed, not measured: a structure of composition C3H3Cl2LuNO3Sm in a non-equilibrium geometry, with ωB97M-V/def2-TZVPD.

The geometry in ORCA input format:
```
! wB97M-V def2-TZVPD RIJCOSX def2/J DEFGRID3
* xyz 4 6
Sm 0.1146 1.0285 -7.2358
Lu -0.0934 0.1377 -0.5154
Cl -0.7318 3.3541 -6.7510
Cl 2.0228 -0.8843 -0.2901
C -0.7735 -1.2447 1.2088
C -0.4182 1.4478 -9.3834
C 0.5899 -1.0621 -8.4705
O -1.0136 -2.0058 2.0441
O -0.6469 1.5160 -10.5169
O 0.7947 -2.0040 -9.0930
N 0.0712 2.1284 0.5093
H 1.0311 2.4857 0.5729
H -0.2883 2.1118 1.4713
H -0.4891 2.8011 -0.0217
*
```

Results
HOMO-LUMO gap (spin up / spin down): 7.17 / 8.74 eV
LUMO energy (spin up / spin down): -16.8 / -15.2 eV
E: -87316.281 eV
HOMO (spin up / spin down): -23.955 / -23.960 eV

Charge distribution, Löwdin scheme, values in e: number 1, Sm, carries 1.58; number 2, Lu, carries 1.46; number 3, Cl, carries 0.02; number 4, Cl, carries 0.05; number 5, C, carries -0.04; number 6, C, carries -0.12; number 7, C, carries -0.03; number 8, O, carries 0.25; number 9, O, carries 0.29; number 10, O, carries 0.26; number 11, N, carries -0.04; number 12, H, carries 0.11; number 13, H, carries 0.11; number 14, H, carries 0.10



> What is the E in the ninth record?

-32964.316 eV